# 1
The following is a DFT calculation (ωB97M-V/def2-TZVPD) of the molecule C5H7N3O3 in a non-equilibrium geometry.

Each line ends with the natural charge from an NBO analysis.
Cartesian coordinates (Å):
C -0.61405 2.25492 0.08176  -0.2640
O -0.83053 0.83208 0.27394  -0.4936
C -1.36839 0.13133 -0.72549  0.1961
C -1.52091 -1.17985 -0.86432  -0.1603
N -1.19785 -2.10854 0.04503  -0.3300
C -0.15332 -2.27337 0.74427  -0.0049
C 0.97977 -1.39464 0.75533  0.0857
N 1.10484 -0.44194 -0.15914  -0.3008
N 2.16356 0.45336 0.04569  0.5998
O 3.03214 0.12594 0.87198  -0.3890
O 2.14384 1.36647 -0.77416  -0.3522
H -1.54816 2.79981 -0.04876  0.1925
H 0.15412 2.39248 -0.69570  0.2164
H -0.12039 2.57338 0.98518  0.2014
H -1.69417 0.76115 -1.65089  0.1731
H -1.99285 -1.50728 -1.77798  0.2191
H -0.16008 -3.21102 1.25782  0.1978
H 1.62243 -1.57425 1.63546  0.2129

## Properties
SMILES: CO\C=C/N=C\C=N\[N+](=O)[O-]
molar mass: 157.13 g mol⁻¹
relative energy (zero: lowest compared OMol25 entry of this formula, charge and spin): 162.5 kcal/mol
lowest unoccupied orbital energy: -1.44 eV
E: -584.47583 hartree
E_HOMO: -0.3126 hartree

---

# 2
The following is a DFT calculation (ωB97M-V/def2-TZVPD) of the molecule C5H7N3OS in a non-equilibrium geometry.

Each line ends with the natural charge from an NBO analysis.
Cartesian coordinates (Å):
C 0.94877 1.22126 0.56750  -0.1815
C -0.16365 1.87639 0.23442  -0.0546
C 1.24811 -0.25748 0.78005  -0.4727
C 0.71583 -1.42336 -0.12526  -0.4289
C -0.74669 -1.26004 -0.45485  -0.2967
N -1.37544 0.75550 -1.43433  -0.0371
N -1.34245 1.13587 -0.11816  -0.4849
N -0.95536 -0.45914 -1.54710  -0.2225
O -2.96736 -0.62988 0.78275  -0.9302
S -1.55593 -0.30861 0.87851  1.3595
H 1.79377 1.83534 0.85287  0.2174
H -0.23144 2.94704 0.14794  0.2204
H 2.33693 -0.35410 0.76127  0.2264
H 0.93503 -0.48182 1.80457  0.2324
H 1.29353 -1.45803 -1.05249  0.2097
H 0.90033 -2.34888 0.42175  0.2241
H -0.83397 -0.79009 -2.49944  0.4190

## Properties
molar mass: 157.20 g mol⁻¹
relative energy (zero: lowest compared OMol25 entry of this formula, charge and spin): 129.7 kcal/mol
lowest unoccupied orbital energy (alpha / beta): -0.37 / -0.36 eV
E: -832.22662 hartree
E_HOMO (alpha / beta): -0.3079 / -0.3079 hartree

---

# 3
The following is a DFT calculation (ωB97M-V/def2-TZVPD) of the molecule C5H7N5O2 in a non-equilibrium geometry.

Each line ends with the natural charge from an NBO analysis.
Cartesian coordinates (Å):
C 1.07363 2.89086 0.02983  -0.3151
O -0.20237 2.04750 0.03171  -0.4670
C -0.03972 0.76243 -0.03318  0.6529
N 1.12383 0.11850 -0.23238  -0.6286
C 1.15068 -1.17383 -0.16471  0.6377
N 2.54663 -1.69691 0.05888  -0.8516
N 0.09520 -1.96274 0.05389  -0.5865
C -1.17301 -1.26794 0.25995  0.4460
N -2.28348 -2.01405 -0.02337  -0.8018
C -1.26863 0.08734 0.46406  -0.2244
N -2.44532 0.88640 0.13125  0.1426
O -3.52730 0.31452 -0.30008  -0.3824
H 0.79564 3.96934 -0.48814  0.2170
H 1.59519 2.00273 -0.63417  0.2553
H 1.50584 3.05445 1.03944  0.2042
H 3.61471 -1.26611 0.04956  0.4261
H 2.61505 -2.65110 -0.10685  0.3746
H -2.06887 -2.99404 -0.29052  0.4364
H -3.10769 -1.10736 0.15482  0.4645

## Properties
SMILES: COc1nc(N)nc(N)c1N=O
molar mass: 169.14 g mol⁻¹
relative energy (zero: lowest compared OMol25 entry of this formula, charge and spin): 161.0 kcal/mol
lowest unoccupied orbital energy: -0.79 eV
E: -618.77942 hartree
E_HOMO: -0.3415 hartree